Record 1
Density functional theory data (wB97M-V/def2-TZVPD) for a 2-piece molecular cluster, C3H8N2O overall at a distorted geometry.

Structure (XYZ):
```
14
Properties=species:S:1:pos:R:3:forces:R:3:lowdin_charge:R:1
C 0.18921 -0.05533 -0.74165 -0.6 -1.3 -2.5 -0.23
C -0.81490 -0.76688 2.12592 1.2 0.1 0.3 -0.21
C 0.06630 0.41321 1.96483 3.0 0.2 3.1 -0.14
N 0.38925 0.47278 -3.19238 1.3 0.4 0.9 0.03
N 0.48704 0.80202 -1.75841 -0.6 0.6 -0.2 -0.08
O -0.14493 -1.23322 -0.83580 1.0 2.5 0.0 0.02
H -0.48503 -1.40157 1.29334 -1.1 -0.3 0.1 0.03
H -1.81369 -0.30729 2.06570 -0.1 -1.4 0.1 0.07
H -0.53490 -1.38648 3.04276 -0.9 1.0 -0.8 0.09
H -0.37500 1.40355 2.03971 0.2 0.0 -0.2 0.03
H 1.18699 0.31605 2.39881 -2.6 0.4 -1.3 0.09
H 1.38211 0.33559 -3.41906 -0.5 0.0 -0.4 0.08
H -0.02669 -0.43833 -3.31161 -0.4 -0.3 0.4 0.06
H 0.49423 1.84591 -1.67216 -0.1 -1.9 0.5 0.15
```
Forces are in eV/Å.

## Properties
- energy relative to the best compared isomer or geometry (same formula, charge and spin) (eV) = 0.000
- 2S+1 = 3
- expectation value of S² = 2.008
- DFT total energy (Eh) = -303.657560
- HOMO-LUMO gap (spin up / spin down) (eV) = 7.94 / 9.01

=====

Record 2
Density functional theory data (wB97M-V/def2-TZVPD) for C5H9NO as an isolated structure at a distorted geometry.

Structure (XYZ):
```
16
Properties=species:S:1:pos:R:3:forces:R:3:lowdin_charge:R:1
C -0.07052 -0.96121 1.17074 0.1 0.0 -0.3 -0.04
C 0.11525 0.17651 0.07091 0.0 -0.5 0.4 -0.42
C -0.16579 1.54623 0.69156 -0.1 -0.4 0.4 -0.01
C 1.34667 -0.13014 -0.78987 0.2 -0.1 0.2 -0.09
O 0.48623 -0.73438 -1.80196 0.0 0.0 -0.2 0.01
C -0.63751 -0.27401 -1.15055 -0.4 -0.1 0.1 -0.44
N -1.85451 -0.30275 -1.45376 0.5 -0.2 0.0 0.18
H -0.00031 -1.94942 0.70693 0.1 0.1 0.0 0.09
H 0.68221 -0.93089 1.97832 -0.1 0.3 -0.5 0.09
H -1.05103 -0.93644 1.67826 0.3 0.3 -0.5 0.09
H -1.03157 2.10207 0.30175 0.4 -0.4 -0.1 0.09
H -0.42103 1.10045 1.63237 -0.5 1.4 1.2 0.05
H 0.68045 2.23332 0.83733 -0.1 -0.5 -0.3 0.09
H 2.02060 -0.84797 -0.31743 0.1 -0.1 -0.3 0.12
H 1.90870 0.70673 -1.22328 -0.3 -0.1 0.2 0.13
H -2.00784 -0.79809 -2.33131 0.0 0.2 -0.1 0.06
```
Forces are in eV/Å.

## Properties
- energy relative to the best compared isomer or geometry (same formula, charge and spin) (eV) = 2.033
- DFT total energy (Eh) = -325.862854
- HOMO-LUMO gap (eV) = 10.95

=====

Record 3
Density functional theory data (wB97M-V/def2-TZVPD) for the molecule CH5FO2SSi at a distorted geometry.

Structure (XYZ):
```
11
Properties=species:S:1:pos:R:3:forces:R:3:lowdin_charge:R:1
C -0.93428 -0.10151 -1.41117 1.3 0.6 -0.1 -0.41
O 0.94570 1.39552 1.39306 2.4 -4.4 1.2 -0.06
O 1.41571 -1.17342 1.24808 -0.5 -0.8 0.2 -0.09
F 3.21735 0.35031 0.59855 -0.9 0.4 -0.7 -0.12
Si 1.61102 0.21829 0.46693 0.5 0.7 0.7 -0.07
S 0.89088 0.24828 -1.54151 0.1 -0.3 0.2 0.64
H -1.29079 0.55220 -2.17020 -0.5 -0.3 -1.4 0.00
H -1.36335 0.41827 -0.59674 -0.2 -0.1 1.6 0.01
H -1.18529 -1.15472 -1.49099 0.0 0.2 -0.1 0.04
H 0.52352 2.13877 1.16066 -2.1 4.0 -1.6 -0.01
H 0.80944 -1.83746 0.91946 0.0 0.0 0.0 0.06
```
Forces are in eV/Å.

## Properties
- energy relative to the best compared isomer or geometry (same formula, charge and spin) (eV) = 0.005
- DFT total energy (Eh) = -979.307756
- HOMO-LUMO gap (eV) = 10.12

=====

Record 4
Density functional theory data (wB97M-V/def2-TZVPD) for an isolated ion of composition C7H14N and charge +1 at a distorted geometry.

Structure (XYZ):
```
22
Properties=species:S:1:pos:R:3:forces:R:3:lowdin_charge:R:1
C 1.58510 1.63628 -1.09395 0.0 -0.4 1.0 -0.14
C 0.64276 0.44664 -0.92261 0.8 0.3 -0.5 -0.18
C -0.12425 0.38713 0.39970 1.3 0.0 0.4 -0.18
C -2.21041 -0.77427 0.05173 -0.3 0.4 1.1 0.07
C -0.93338 -0.88707 0.44058 -2.1 0.3 -1.2 -0.32
C -0.37361 -2.25944 0.58478 1.0 1.1 1.4 -0.15
C -0.01667 -2.75322 1.76098 0.6 -0.8 0.4 0.03
N 0.82927 2.93007 -0.87737 -0.8 -0.7 -1.0 0.20
H 2.04760 1.68852 -2.06931 0.0 0.0 -0.2 0.13
H 2.35961 1.58901 -0.32785 0.0 0.2 -0.1 0.14
H 0.02200 0.38054 -1.81992 -0.4 -0.1 0.3 0.13
H 1.31327 -0.41746 -0.97167 -0.2 -0.1 0.0 0.13
H -0.69725 1.28778 0.65571 -0.7 -0.3 -0.6 0.10
H 0.59669 0.45609 1.23101 0.2 -0.7 -0.2 0.13
H -2.94279 -1.53604 0.26762 0.2 -0.6 -0.6 0.08
H -2.67508 0.15901 -0.25751 0.3 0.2 0.2 0.07
H -0.08832 -2.80068 -0.30198 -0.1 0.0 -0.3 0.11
H -0.21497 -2.37021 2.75876 -0.2 0.6 -0.4 0.07
H 0.58569 -3.65361 1.81336 -0.3 -0.3 -0.2 0.06
H 1.41813 3.74736 -1.03827 -0.2 0.1 0.5 0.18
H 0.29733 2.89756 -0.00597 0.6 0.4 0.4 0.15
H 0.06628 2.94248 -1.56277 0.2 0.2 -0.3 0.18
```
Forces are in eV/Å.

## Properties
- energy relative to the best compared isomer or geometry (same formula, charge and spin) (eV) = 1.340
- net charge = +1
- DFT total energy (Eh) = -329.558297
- HOMO-LUMO gap (eV) = 8.88

=====

Record 5
Density functional theory data (wB97M-V/def2-TZVPD) for the molecule C4H10N2S at a distorted geometry.

Structure (XYZ):
```
17
Properties=species:S:1:pos:R:3:forces:R:3:lowdin_charge:R:1
C -1.65349 0.83970 -1.51601 -1.2 -1.9 0.1 -0.10
C -0.53127 2.66512 -0.35939 -0.1 -0.9 0.8 -0.05
C 0.20507 0.37429 0.01363 0.0 -1.9 0.1 -0.48
C -0.16911 -1.17915 -0.00450 0.5 0.6 -1.8 -0.49
H -2.57292 0.77545 -0.90206 0.0 0.2 -0.3 0.10
H -1.50582 -0.20225 -1.89985 -0.1 1.0 0.0 0.09
H -1.84390 1.52002 -2.33849 0.1 0.0 -0.2 0.08
H 0.48593 3.01121 -0.25439 0.2 0.0 0.2 0.07
H -1.01829 3.23395 -1.12349 -0.3 0.3 -0.6 0.07
H -1.09105 2.81912 0.58987 0.4 0.0 -0.4 0.10
H 1.54929 -0.07366 1.27173 -0.6 1.5 -0.8 0.00
H -0.21297 -1.63553 -1.04429 0.1 0.8 1.2 0.08
H -1.15879 -1.23006 0.38672 -0.8 -0.3 0.4 0.05
H 1.93169 -2.23354 0.13812 -0.3 -0.1 0.4 -0.11
N -0.54935 1.24040 -0.73344 0.9 1.0 0.3 -0.20
N 1.14006 0.76568 0.76506 1.0 -0.4 1.1 0.09
S 0.88717 -2.26420 1.00952 0.1 0.4 -0.7 0.71
```
Forces are in eV/Å.

## Properties
- energy relative to the best compared isomer or geometry (same formula, charge and spin) (eV) = 0.690
- DFT total energy (Eh) = -666.077600
- HOMO-LUMO gap (eV) = 9.25

=====

Record 6
Density functional theory data (wB97M-V/def2-TZVPD) for C24H41AuNSSeSi as an isolated structure.

Structure (XYZ):
```
70
Properties=species:S:1:pos:R:3:forces:R:3:lowdin_charge:R:1
Au 1.07614 -0.46683 0.63301 -0.2 -0.1 0.2 0.44
S 6.30875 0.35138 0.28460 0.0 0.0 0.0 0.96
C 5.90513 -1.21763 -0.27451 -0.1 0.0 0.0 -0.42
C 4.64798 -1.53791 0.12779 0.0 -0.1 0.0 -0.27
N 4.00343 -0.57860 0.86253 0.3 0.2 0.1 -0.06
C 4.75684 0.46039 1.01981 -0.1 0.0 0.0 -0.50
H 6.58626 -1.81528 -0.85602 0.0 0.0 0.0 0.06
H 4.12044 -2.46172 -0.06454 0.0 0.0 0.0 0.07
H 4.44010 1.34333 1.55632 0.1 0.0 0.0 0.06
C -3.49215 -5.00072 -1.56457 0.0 0.0 0.0 -0.07
C -2.29446 -4.46954 -0.82309 0.0 0.0 0.0 -0.29
C -1.04709 -4.39193 -1.42649 0.0 0.0 0.0 -0.03
C 0.06771 -3.90317 -0.75403 0.0 0.0 0.0 -0.32
C 1.37403 -3.81560 -1.49177 0.0 0.0 0.0 -0.11
C -0.04757 -3.47657 0.58080 0.0 -0.1 0.0 -0.58
Se 1.51056 -2.81893 1.51009 0.0 0.0 -0.2 0.50
C -1.30764 -3.53682 1.19550 0.0 0.0 0.1 -0.32
C -1.55432 -3.05712 2.60234 0.0 0.0 0.0 -0.09
C -2.39887 -4.03359 0.48791 0.0 0.0 0.0 -0.04
H -3.22466 -5.29119 -2.58128 0.0 0.0 0.0 0.06
H -4.28450 -4.25162 -1.63051 0.0 0.0 0.0 0.07
H -3.91474 -5.87723 -1.06733 0.0 0.0 0.0 0.07
H -0.93628 -4.71293 -2.45833 0.0 0.0 0.0 0.10
H 1.27476 -4.21826 -2.50166 0.0 0.0 0.0 0.07
H 2.16021 -4.35620 -0.96155 0.0 0.0 0.0 0.05
H 1.70655 -2.77575 -1.55338 0.0 0.0 0.0 0.05
H -0.63476 -2.72593 3.07629 0.0 0.0 0.0 0.01
H -1.99517 -3.85420 3.20691 0.0 0.0 0.0 0.07
H -2.25986 -2.22132 2.59479 0.0 0.0 0.0 0.07
H -3.36466 -4.06561 0.98650 0.0 0.0 0.0 0.12
C -2.28372 -0.15229 -0.41805 0.0 0.0 -0.1 -0.13
C -1.94520 1.18937 0.25093 0.0 0.0 0.0 -0.63
C -2.33746 1.01798 1.72476 0.0 0.0 0.0 -0.13
C -2.85487 2.26700 -0.35045 0.0 0.0 0.0 -0.11
Si -0.01589 1.53128 0.12790 0.0 0.1 -0.1 0.61
C 0.39507 2.20910 -1.66670 0.0 0.0 0.0 -0.64
C -0.03598 3.64791 -1.96784 0.0 0.0 0.0 -0.11
C -0.27039 1.29163 -2.70217 0.0 0.0 0.0 -0.13
C 1.90478 2.09660 -1.93244 0.0 0.0 0.0 -0.14
C 0.47301 2.91163 1.44089 0.0 0.0 0.0 -0.64
C -0.46252 4.12269 1.52593 0.0 0.0 0.0 -0.11
C 0.57829 2.29060 2.84206 0.0 0.0 0.0 -0.14
C 1.87875 3.43103 1.11411 0.0 0.0 0.0 -0.13
H -3.35984 -0.34870 -0.31323 0.0 0.0 0.0 0.08
H -1.74241 -0.97671 0.04857 0.0 0.0 0.0 0.04
H -2.05048 -0.17346 -1.48186 0.0 0.0 0.0 0.05
H -3.37540 0.66381 1.78451 0.0 0.0 0.0 0.08
H -2.28171 1.95034 2.28716 0.0 0.0 0.0 0.05
H -1.70535 0.27665 2.22083 0.0 0.0 0.0 0.06
H -3.90535 2.02376 -0.14012 0.0 0.0 0.0 0.08
H -2.75548 2.33545 -1.43483 0.0 0.0 0.0 0.06
H -2.66092 3.25923 0.06241 0.0 0.0 0.0 0.06
H -1.10582 3.80394 -1.81884 0.0 0.0 0.0 0.06
H 0.18845 3.89253 -3.01541 0.0 0.0 0.0 0.08
H 0.49466 4.37483 -1.35043 0.0 0.0 0.0 0.06
H -1.35603 1.38686 -2.71123 0.0 0.0 0.0 0.05
H -0.02305 0.24196 -2.52163 0.0 0.0 0.0 0.07
H 0.08922 1.55300 -3.70636 0.0 0.0 0.0 0.08
H 2.49713 2.78679 -1.33278 0.0 0.0 0.0 0.05
H 2.10680 2.32419 -2.98805 0.0 0.0 0.0 0.07
H 2.26351 1.08578 -1.72461 0.0 0.0 0.0 0.05
H -1.45764 3.85078 1.88015 0.0 0.0 0.0 0.06
H -0.58105 4.62813 0.56581 0.0 0.0 0.0 0.06
H -0.05835 4.85817 2.23567 0.0 0.0 0.0 0.08
H -0.37569 1.93308 3.22512 0.0 0.0 0.0 0.05
H 0.95646 3.04407 3.54707 0.0 0.0 0.0 0.07
H 1.26684 1.44249 2.84502 0.0 0.0 0.0 0.05
H 1.89968 4.04433 0.21269 0.0 0.0 0.0 0.06
H 2.58372 2.60649 0.97736 0.0 0.0 0.0 0.05
H 2.24210 4.05474 1.94198 0.0 0.0 0.0 0.08
```
Forces are in eV/Å.

## Properties
- energy relative to the best compared isomer or geometry (same formula, charge and spin) (eV) = 0.000
- net charge = -1
- DFT total energy (Eh) = -4218.773113
- HOMO-LUMO gap (eV) = 6.31

=====

What did the fourth record say?
Density functional theory data (wB97M-V/def2-TZVPD) for an isolated ion of composition C7H14N and charge +1 at a distorted geometry.

Structure (XYZ):
```
22
Properties=species:S:1:pos:R:3:forces:R:3:lowdin_charge:R:1
C 1.58510 1.63628 -1.09395 0.0 -0.4 1.0 -0.14
C 0.64276 0.44664 -0.92261 0.8 0.3 -0.5 -0.18
C -0.12425 0.38713 0.39970 1.3 0.0 0.4 -0.18
C -2.21041 -0.77427 0.05173 -0.3 0.4 1.1 0.07
C -0.93338 -0.88707 0.44058 -2.1 0.3 -1.2 -0.32
C -0.37361 -2.25944 0.58478 1.0 1.1 1.4 -0.15
C -0.01667 -2.75322 1.76098 0.6 -0.8 0.4 0.03
N 0.82927 2.93007 -0.87737 -0.8 -0.7 -1.0 0.20
H 2.04760 1.68852 -2.06931 0.0 0.0 -0.2 0.13
H 2.35961 1.58901 -0.32785 0.0 0.2 -0.1 0.14
H 0.02200 0.38054 -1.81992 -0.4 -0.1 0.3 0.13
H 1.31327 -0.41746 -0.97167 -0.2 -0.1 0.0 0.13
H -0.69725 1.28778 0.65571 -0.7 -0.3 -0.6 0.10
H 0.59669 0.45609 1.23101 0.2 -0.7 -0.2 0.13
H -2.94279 -1.53604 0.26762 0.2 -0.6 -0.6 0.08
H -2.67508 0.15901 -0.25751 0.3 0.2 0.2 0.07
H -0.08832 -2.80068 -0.30198 -0.1 0.0 -0.3 0.11
H -0.21497 -2.37021 2.75876 -0.2 0.6 -0.4 0.07
H 0.58569 -3.65361 1.81336 -0.3 -0.3 -0.2 0.06
H 1.41813 3.74736 -1.03827 -0.2 0.1 0.5 0.18
H 0.29733 2.89756 -0.00597 0.6 0.4 0.4 0.15
H 0.06628 2.94248 -1.56277 0.2 0.2 -0.3 0.18
```
Forces are in eV/Å.

## Properties
- energy relative to the best compared isomer or geometry (same formula, charge and spin) (eV) = 1.340
- net charge = +1
- DFT total energy (Eh) = -329.558297
- HOMO-LUMO gap (eV) = 8.88

=====

What did the fourth record say?
Density functional theory data (wB97M-V/def2-TZVPD) for an isolated ion of composition C7H14N and charge +1 at a distorted geometry.

Structure (XYZ):
```
22
Properties=species:S:1:pos:R:3:forces:R:3:lowdin_charge:R:1
C 1.58510 1.63628 -1.09395 0.0 -0.4 1.0 -0.14
C 0.64276 0.44664 -0.92261 0.8 0.3 -0.5 -0.18
C -0.12425 0.38713 0.39970 1.3 0.0 0.4 -0.18
C -2.21041 -0.77427 0.05173 -0.3 0.4 1.1 0.07
C -0.93338 -0.88707 0.44058 -2.1 0.3 -1.2 -0.32
C -0.37361 -2.25944 0.58478 1.0 1.1 1.4 -0.15
C -0.01667 -2.75322 1.76098 0.6 -0.8 0.4 0.03
N 0.82927 2.93007 -0.87737 -0.8 -0.7 -1.0 0.20
H 2.04760 1.68852 -2.06931 0.0 0.0 -0.2 0.13
H 2.35961 1.58901 -0.32785 0.0 0.2 -0.1 0.14
H 0.02200 0.38054 -1.81992 -0.4 -0.1 0.3 0.13
H 1.31327 -0.41746 -0.97167 -0.2 -0.1 0.0 0.13
H -0.69725 1.28778 0.65571 -0.7 -0.3 -0.6 0.10
H 0.59669 0.45609 1.23101 0.2 -0.7 -0.2 0.13
H -2.94279 -1.53604 0.26762 0.2 -0.6 -0.6 0.08
H -2.67508 0.15901 -0.25751 0.3 0.2 0.2 0.07
H -0.08832 -2.80068 -0.30198 -0.1 0.0 -0.3 0.11
H -0.21497 -2.37021 2.75876 -0.2 0.6 -0.4 0.07
H 0.58569 -3.65361 1.81336 -0.3 -0.3 -0.2 0.06
H 1.41813 3.74736 -1.03827 -0.2 0.1 0.5 0.18
H 0.29733 2.89756 -0.00597 0.6 0.4 0.4 0.15
H 0.06628 2.94248 -1.56277 0.2 0.2 -0.3 0.18
```
Forces are in eV/Å.

## Properties
- energy relative to the best compared isomer or geometry (same formula, charge and spin) (eV) = 1.340
- net charge = +1
- DFT total energy (Eh) = -329.558297
- HOMO-LUMO gap (eV) = 8.88

=====

Question: Among the records above, which one has the lowest DFT total energy?
Answer: C24H41AuNSSeSi

=====

Question: What is the formula in the third record?
Answer: CH5FO2SSi